C4H7N | ωB97M-V with the def2-TZVPD basis set

Geometry as XYZ:
```
12
C4H7N (ωB97M-V with the def2-TZVPD basis set)
N 0.575 0.474 -0.892
C 0.118 -0.624 1.349
C 1.058 0.158 0.345
C -0.582 -1.231 2.002
C -0.939 0.488 -1.083
H -1.056 0.866 -2.433
H -1.281 1.535 -0.383
H -1.291 -0.560 -0.740
H 0.980 -0.446 -1.652
H 1.904 -0.231 -0.026
H 1.544 1.205 0.779
H -1.030 -1.634 2.733
```

The molar mass comes out at 69.11 g/mol. Its multiplicity is 1. The LUMO energy comes out at 0.895 eV. For the HOMO energy, the calculation gives -0.3319 hartree.